DFT (the ωB97M-V functional and the def2-TZVPD basis) results for a structure of composition C36H33NOOsP at a distorted geometry.

The geometry in XYZ format:
```
73
Properties=species:S:1:pos:R:3:forces:R:3:mulliken_spin:R:1
C 3.531941 2.735146 -4.247974 -0.19 -0.10 0.20 0.00
C 2.301138 2.767892 -3.580048 0.20 -0.15 0.10 0.00
H 1.156160 2.029599 -1.886866 0.35 -0.02 -0.22 -0.02
P 2.864082 0.195930 -0.477996 0.66 -0.56 -0.78 0.02
C -0.063170 1.147358 2.407798 -0.14 0.69 1.50 0.12
H -7.477748 0.393268 3.471900 -0.21 0.01 -0.17 0.00
H 3.558127 -3.662707 -3.515824 -0.02 0.07 0.33 0.00
H -2.783882 -0.766334 2.165374 0.12 0.11 -0.07 0.00
C -7.212545 0.292428 0.069201 -0.09 0.14 0.57 0.00
C 3.399687 -3.819633 -0.106967 -0.07 0.11 -0.01 -0.01
C -7.799255 0.282015 2.436261 0.80 0.27 -0.65 0.00
C -1.280238 0.016762 -1.675395 -0.24 -0.58 -0.61 0.26
H 0.515321 -0.617638 -2.838622 -0.12 -0.02 0.39 0.00
H 3.204463 -1.251771 -3.030631 -0.03 -0.24 0.21 0.00
H 7.576864 -0.081353 1.014378 -0.32 0.12 0.09 0.00
H 5.209110 0.550079 -2.235979 -0.24 0.19 -0.18 0.00
C -2.011218 -0.640036 -0.630698 -0.49 -0.19 -0.76 0.01
C -8.537859 -0.010981 -0.245754 0.04 -0.13 0.33 0.00
C 3.148141 1.179224 -1.953897 0.00 0.50 -0.56 0.04
C -9.494332 -0.164443 0.771134 0.31 0.12 0.15 0.00
H 3.041885 1.800933 1.926563 0.30 -0.07 0.02 -0.01
H 0.543605 -2.754562 -1.184401 -0.14 0.36 0.05 0.03
C -5.525870 1.028495 1.769292 2.67 0.37 -1.26 0.00
C -1.273743 -1.832537 -0.257400 0.18 -0.28 -1.16 -0.02
C 0.461294 -0.159200 2.643728 0.38 -0.85 1.90 0.08
C 5.110752 1.693783 2.582525 0.04 -0.05 -0.04 0.00
C 3.529118 -4.251723 -1.433089 -0.07 0.23 -0.03 0.00
C -0.157767 -1.921867 -1.149798 -0.13 -1.42 0.00 0.40
H -5.132371 1.966640 -0.223669 0.15 0.32 0.48 0.00
H -0.559134 -2.160424 2.685672 0.10 0.24 0.12 0.00
H -1.573902 0.947619 -2.161162 0.14 -0.34 0.23 0.03
H 3.694788 -5.309596 -1.647159 -0.04 0.35 0.07 0.00
C -0.613112 -1.085505 2.558722 0.74 -1.22 2.44 0.08
C -0.168192 -0.799742 -2.008251 -0.17 0.76 -0.44 0.25
N 1.394457 0.540634 0.068403 -0.62 -0.15 -0.05 0.85
H -6.462385 0.385275 -0.722464 -0.35 -0.01 0.26 0.00
C -1.457778 1.027129 2.197804 -1.11 1.99 0.83 0.02
H -4.174748 2.671889 1.240702 0.12 -0.16 -0.53 0.00
H -1.616455 -2.614758 0.411063 0.01 0.12 -0.27 -0.01
C 3.099358 -1.543021 -0.886404 0.27 -0.50 -0.18 0.03
C -9.118400 -0.025156 2.117031 0.05 -0.09 -0.51 0.00
C 2.106221 2.000246 -2.427773 0.33 -0.16 -0.11 0.02
H -5.302123 1.151941 2.840949 -0.02 -0.01 -0.70 0.00
H 0.485912 2.074264 2.385927 0.08 -0.03 -0.07 0.04
C 3.184988 -2.471138 0.172171 0.06 0.09 -0.41 0.00
C -1.791349 -0.351367 2.252701 -1.36 -0.79 1.48 0.00
H -9.852376 -0.155220 2.911693 0.18 0.01 -0.23 0.00
H 3.674671 3.337766 -5.146771 -0.02 -0.19 0.28 0.00
H -3.029442 -0.426538 -0.338806 0.16 0.09 -0.01 0.02
C 4.236469 0.538634 0.641326 0.02 0.40 0.83 0.05
C 3.451602 -3.330468 -2.481726 -0.05 -0.03 0.12 0.00
Os -0.458034 -0.080221 0.730789 3.08 1.63 -4.92 1.65
C 4.389753 1.161795 -2.617276 -0.29 0.22 -0.17 0.00
H 4.948661 2.341111 3.447036 0.09 -0.19 -0.29 0.00
H 5.536818 1.913366 -4.284689 -0.33 0.03 0.18 0.00
C 6.587180 0.327869 1.224953 -0.34 0.16 -0.01 0.00
H -2.148587 1.844126 2.030688 0.14 -0.21 0.11 0.03
C -4.714995 1.833982 0.783287 -0.80 -0.42 1.13 0.00
C 5.513481 0.001480 0.391560 -0.08 0.04 0.13 0.00
H 1.498541 -0.411214 2.834740 -0.19 0.05 -0.06 0.01
C -6.831599 0.494667 1.417276 -1.47 -0.83 -0.46 0.00
H 7.223766 1.436593 2.969500 -0.28 -0.09 -0.19 0.00
H 5.675631 -0.680141 -0.447244 -0.09 0.18 0.31 0.00
H -10.531720 -0.394801 0.514855 0.38 0.09 0.09 0.00
C 4.035359 1.386444 1.745360 0.34 -0.21 -0.25 0.01
O -4.183529 0.541320 0.995407 -2.28 0.57 1.24 0.03
H 3.114043 -2.124777 1.206075 -0.02 -0.14 -0.28 0.00
H 3.475082 -4.535537 0.714449 -0.03 0.22 -0.29 0.00
C 6.386333 1.177902 2.319302 -0.30 -0.06 -0.15 0.00
C 3.240508 -1.974676 -2.213725 0.00 -0.11 0.33 -0.01
H -8.826629 -0.131328 -1.291167 0.06 0.00 0.33 0.00
H 1.483613 3.388029 -3.951209 0.30 -0.14 0.08 0.00
C 4.575569 1.936780 -3.766759 -0.15 -0.10 0.22 0.00
```
Forces are in eV/Å.

Properties
lowest unoccupied orbital energy (alpha / beta) = -2.2 / -4.9 eV
charge = +1
multiplicity = 5
E_HOMO (alpha / beta) = -7.59 / -10.87 eV
HOMO-LUMO gap (alpha / beta) = 5.42 / 5.98 eV
energy relative to the best compared isomer or geometry (same formula, charge and spin) = 0.0000 eV